Below is C36H64BN6OSSr as an isolated structure, with properties calculated with ωB97M-V/def2-TZVPD.

Structure (XYZ):
```
110
Properties=species:S:1:pos:R:3
Sr -1.927 -0.703 0.215
N -3.039 1.641 -0.030
C -4.075 0.601 0.174
C -4.179 -0.417 -1.080
N -3.687 -1.859 -0.690
C -3.878 -2.882 -1.721
C -3.283 -4.237 -1.330
N -1.851 -4.399 -1.370
C -4.268 -2.247 0.695
C -3.151 -2.406 1.879
N -2.826 -1.148 2.626
H -3.304 2.215 -0.832
H -3.088 2.284 0.755
H -3.747 0.001 1.034
H -5.074 0.965 0.426
H -5.221 -0.486 -1.407
H -3.578 -0.031 -1.927
H -4.960 -3.006 -1.916
H -3.408 -2.507 -2.636
H -3.625 -4.515 -0.330
H -3.728 -4.978 -1.998
H -1.296 -3.720 -0.864
H -1.466 -4.451 -2.304
H -5.065 -1.561 0.994
H -4.748 -3.219 0.596
H -3.475 -3.201 2.553
H -2.232 -2.785 1.397
H -3.704 -0.784 2.982
H -2.273 -1.400 3.438
C -0.946 6.826 0.419
C -1.711 6.074 -0.646
S -1.926 4.307 -0.230
O -3.138 3.862 -0.979
C -0.482 3.598 -1.092
C -0.717 3.515 -2.588
H -0.849 7.871 0.128
H 0.056 6.420 0.554
H -1.456 6.782 1.381
H -1.217 6.144 -1.617
H -2.736 6.427 -0.750
H -0.326 2.602 -0.667
H 0.367 4.225 -0.822
H -1.581 2.890 -2.804
H 0.155 3.087 -3.076
H -0.911 4.491 -3.032
C 0.105 -0.910 -3.100
C 1.347 -1.805 -3.193
C 2.624 -0.974 -3.123
C 1.304 -2.974 -2.228
C 1.160 -4.247 -2.778
C 1.146 -5.380 -1.991
C 1.267 -5.262 -0.620
C 1.436 -4.019 -0.025
C 1.606 -3.922 1.481
C 2.355 -5.107 2.084
C 0.246 -3.747 2.134
C 1.454 -2.866 -0.837
N 1.786 -1.615 -0.237
B 0.968 -0.469 0.168
N 2.017 0.369 0.768
C 3.230 -0.287 0.785
C 3.096 -1.478 0.173
C 2.036 1.735 1.165
C 1.345 2.174 2.296
C 1.468 3.503 2.692
C 2.263 4.386 1.994
C 2.956 3.941 0.882
C 2.868 2.623 0.454
C 3.651 2.189 -0.772
C 2.819 2.397 -2.039
C 5.006 2.883 -0.907
C 0.500 1.252 3.152
C -0.932 1.775 3.239
C 1.092 1.098 4.555
H -0.027 -0.330 -4.013
H 0.190 -0.224 -2.254
H -0.798 -1.515 -2.957
H 1.328 -2.263 -4.189
H 2.680 -0.399 -2.202
H 2.651 -0.276 -3.960
H 3.509 -1.605 -3.185
H 1.081 -4.340 -3.854
H 1.041 -6.356 -2.445
H 1.250 -6.152 -0.009
H 2.172 -3.020 1.704
H 1.767 -6.024 2.058
H 2.592 -4.908 3.129
H 3.289 -5.293 1.557
H -0.431 -4.564 1.874
H -0.173 -2.795 1.786
H 0.322 -3.704 3.222
H 4.107 0.149 1.234
H 3.834 -2.240 -0.009
H 0.958 3.841 3.583
H 2.363 5.410 2.327
H 3.596 4.629 0.349
H 3.843 1.117 -0.695
H 2.595 3.454 -2.180
H 1.878 1.846 -1.982
H 3.359 2.048 -2.919
H 4.906 3.922 -1.220
H 5.604 2.377 -1.665
H 5.566 2.867 0.027
H 0.486 0.269 2.669
H -0.963 2.791 3.632
H -1.543 1.162 3.901
H -1.408 1.801 2.251
H 1.113 2.051 5.084
H 2.112 0.721 4.510
H 0.504 0.401 5.153
```

The calculation puts the HOMO-LUMO gap at 0.2371 hartree. The total charge is +1. Its molar mass is 727.4 g/mol. Its energy is -2267.46234 a.u. The calculation puts the lowest unoccupied orbital energy at -2.438 eV. As for the HOMO energy: -0.32670 hartree. The value obtained for the energy above the lowest of the compared OMol25 structures with the same formula, charge and spin is 99.5 kcal per mole.

Results of the Mulliken charge analysis, in e, for atoms 1 through 99: number 1, Sr, carries 0.8124; number 2, N, carries 0.0606; number 3, C, carries -2.1789; number 4, C, carries -0.5022; number 5, N, carries -0.3481; number 6, C, carries -0.9383; number 7, C, carries -0.9131; number 8, N, carries -0.1783; number 9, C, carries -0.4260; number 10, C, carries -1.8067; number 11, N, carries -0.3285; number 12, H, carries 0.0739; number 13, H, carries 0.1771; number 14, H, carries 1.5056; number 15, H, carries 0.4288; number 16, H, carries 0.4328; number 17, H, carries 0.4225; number 18, H, carries 0.3084; number 19, H, carries 0.4535; number 20, H, carries 0.2936; number 21, H, carries 0.5269; number 22, H, carries -0.0882; number 23, H, carries 0.3444; number 24, H, carries 0.3218; number 25, H, carries 0.6612; number 26, H, carries 0.6933; number 27, H, carries 0.7363; number 28, H, carries 0.2115; number 29, H, carries 0.2917; number 30, C, carries -1.0216; number 31, C, carries -0.4210; number 32, S, carries 0.5559; number 33, O, carries -0.8908; number 34, C, carries 0.5207; number 35, C, carries -1.2732; number 36, H, carries 0.4072; number 37, H, carries 0.2230; number 38, H, carries 0.3143; number 39, H, carries 0.2013; number 40, H, carries 0.4567; number 41, H, carries -0.6059; number 42, H, carries 0.4255; number 43, H, carries 0.2393; number 44, H, carries 0.3699; number 45, H, carries 0.3643; number 46, C, carries -0.4749; number 47, C, carries 0.4996; number 48, C, carries -1.7944; number 49, C, carries 0.8605; number 50, C, carries -1.4277; number 51, C, carries -1.4134; number 52, C, carries -0.4917; number 53, C, carries 0.3412; number 54, C, carries 1.3101; number 55, C, carries -1.9650; number 56, C, carries -0.8653; number 57, C, carries -0.5246; number 58, N, carries 0.6070; number 59, B, carries 1.5469; number 60, N, carries 0.6464; number 61, C, carries -1.3345; number 62, C, carries -0.7469; number 63, C, carries -0.4746; number 64, C, carries 0.7441; number 65, C, carries -0.5414; number 66, C, carries -1.8094; number 67, C, carries -0.6122; number 68, C, carries 0.6514; number 69, C, carries 1.5999; number 70, C, carries -1.0366; number 71, C, carries -2.1193; number 72, C, carries 2.2252; number 73, C, carries -1.3774; number 74, C, carries -1.7489; number 75, H, carries 0.4863; number 76, H, carries -0.4707; number 77, H, carries -0.0695; number 78, H, carries 0.8770; number 79, H, carries 0.1611; number 80, H, carries 0.4746; number 81, H, carries 0.3861; number 82, H, carries 0.4228; number 83, H, carries 0.3839; number 84, H, carries 0.3050; number 85, H, carries -0.0829; number 86, H, carries 0.3772; number 87, H, carries 0.4693; number 88, H, carries 0.4054; number 89, H, carries 0.2858; number 90, H, carries -0.1787; number 91, H, carries 0.5543; number 92, H, carries 0.4902; number 93, H, carries 0.5004; number 94, H, carries 0.3816; number 95, H, carries 0.4911; number 96, H, carries 0.2676; number 97, H, carries -0.1985; number 98, H, carries 0.3993; number 99, H, carries -0.3049